(1)
DFT (ωB97M-V with the def2-TZVPD basis set) results for a structure of composition C10H30F6N2O10P3Sr2 at a distorted geometry.

Properties
Highest occupied orbital energy (spin up / spin down)   -0.5037 / -0.5037 Eh
Charge   +2
Spin multiplicity   2

```
63
Properties=species:S:1:pos:R:3:forces:R:3
Sr 3.267 -3.712 2.899 -2.1 0.8 0.1
Sr -2.426 -1.258 2.557 2.0 -0.9 0.2
P 0.323 -2.498 5.075 1.2 2.3 -1.6
P -0.519 -4.565 1.718 -2.2 1.5 0.5
P 1.068 -0.975 0.938 -0.8 -1.2 1.3
F 1.456 -1.678 -0.485 -0.2 1.1 1.2
F -0.731 -5.364 0.344 0.3 0.6 1.7
F -0.232 -3.525 6.067 0.3 0.2 0.8
F 1.434 0.574 0.640 -0.3 -1.7 -0.1
F 0.818 -1.126 5.930 -1.0 -3.2 -1.3
F -0.948 -5.625 2.862 0.8 1.1 -1.8
O 4.083 1.597 -0.252 0.5 -0.6 -0.5
O 0.977 -4.305 1.858 -1.7 -0.4 -0.3
O -0.875 -2.036 4.268 1.6 -0.2 0.8
O -0.507 -0.796 -4.119 -0.3 -0.8 2.0
O -1.658 -3.474 1.752 3.0 -2.8 -0.1
O -0.465 -1.092 1.052 3.5 0.7 -0.3
O 3.720 -3.167 0.586 0.6 -0.6 -0.3
O 2.080 -1.499 1.964 -2.0 1.3 -1.9
O 1.588 -3.102 4.440 -1.9 1.1 1.5
O -1.111 1.365 2.452 -1.7 1.2 0.2
N -3.902 0.718 1.747 -0.3 -1.5 2.0
N -0.813 1.627 -6.833 1.7 -2.4 1.8
C -2.052 2.451 2.132 0.1 -1.5 0.1
C -2.554 0.127 -5.888 0.7 0.1 0.3
C -1.180 0.909 -5.639 -2.9 0.6 -1.3
C -0.079 1.863 3.281 1.4 0.0 -0.5
C 0.550 -1.443 -3.394 -0.7 -0.5 2.4
C -4.329 2.896 1.012 1.2 0.4 -0.7
C 4.660 1.581 1.047 -1.5 1.2 0.6
C 4.378 2.968 1.702 1.5 -0.4 -0.2
C -3.182 1.864 1.253 -1.4 1.8 -1.2
C -0.090 -0.136 -5.185 1.9 -0.9 -1.9
H -3.346 0.784 -6.248 0.3 0.2 0.0
H -3.837 3.732 0.514 -0.7 0.6 0.2
H 4.908 3.706 1.099 0.2 0.0 0.0
H 1.378 -0.795 -3.106 -0.1 0.2 -0.5
H 3.036 -3.595 0.071 -0.5 -0.1 -0.3
H 0.072 -1.752 -2.464 -0.1 0.5 0.2
H -2.430 -0.685 -6.604 0.3 0.2 -0.3
H -1.196 1.648 -4.837 -0.2 -0.1 0.2
H -2.799 1.639 0.257 0.4 -0.1 0.1
H -4.435 0.156 1.099 0.3 0.3 -1.1
H -1.551 3.277 1.626 0.3 -0.3 -0.6
H 0.025 -0.917 -5.936 -0.2 0.4 -1.2
H -0.645 1.005 -7.610 -0.8 0.0 -0.9
H 0.327 2.764 2.822 -0.1 0.3 0.1
H 0.895 -2.433 -3.694 0.0 0.3 -1.5
H 4.238 0.779 1.653 -0.3 -0.1 0.1
H 5.726 1.356 1.014 0.0 0.4 -0.4
H -4.915 3.169 1.890 0.6 0.3 0.4
H 0.757 1.165 3.242 -0.2 -0.3 0.1
H 0.049 2.140 -6.714 0.0 1.2 0.0
H 0.895 0.314 -5.062 0.1 0.5 0.2
H 4.842 2.962 2.688 -0.2 0.2 0.2
H 3.166 1.325 -0.170 0.0 0.1 0.1
H 3.373 3.385 1.751 -0.3 -0.9 0.0
H -0.301 2.059 4.330 -0.6 -0.1 -0.1
H -4.673 1.130 2.252 -0.1 -0.3 0.8
H 4.128 -2.551 -0.022 0.2 0.3 0.0
H -5.113 2.503 0.364 0.4 -0.2 -0.4
H -2.934 -0.406 -5.016 0.4 0.4 0.3
H -2.388 2.973 3.029 -0.5 -0.6 0.5
```
Positions in Å, forces in eV/Å.

(2)
DFT (ωB97M-V with the def2-TZVPD basis set) results for a structure of composition C10H30LiO5S5 at a distorted geometry.

Properties
ΔE to the lowest compared entry with this formula, charge and spin   97.1 kJ/mol
Highest occupied orbital energy   -0.4036 Eh
Charge   +1

```
51
Properties=species:S:1:pos:R:3:forces:R:3
S -0.904 -2.351 -2.064 -0.4 -0.1 1.8
S 2.348 -2.991 0.904 -1.3 5.3 2.4
S -1.156 2.456 -0.340 0.3 -0.5 -0.7
S -2.423 -0.432 2.434 0.2 2.2 -1.4
S 3.064 1.663 0.421 -0.1 -3.1 -0.6
O 0.032 1.578 -0.705 -1.1 0.8 0.3
O -1.205 0.071 1.649 -1.0 -0.7 1.3
O 2.233 0.460 0.888 0.2 1.0 -0.7
O -0.438 -1.109 -1.330 -0.6 -1.0 -1.0
O 1.133 -2.024 1.159 1.8 -2.2 -0.5
C -0.964 -1.905 -3.751 -2.9 2.8 -1.6
C -0.563 4.129 -0.457 -5.6 -3.0 -9.8
C -2.225 2.616 -1.863 8.2 -2.9 -1.2
C 2.834 -2.712 -0.753 0.1 0.2 -3.1
C -2.735 -2.375 -1.955 0.9 1.4 1.4
C -2.703 0.740 3.818 3.3 2.4 0.0
C -3.747 0.440 1.488 -2.2 -1.7 -0.2
C 4.777 0.942 0.566 -3.4 -4.1 -1.8
C 3.048 2.745 1.781 -1.3 0.1 -2.1
C 1.693 -4.555 0.884 1.0 -1.7 1.3
Li 0.393 -0.184 0.355 0.1 -0.3 0.1
H 3.034 -1.549 -0.957 -0.9 -2.7 0.8
H -3.217 -2.481 -0.945 0.8 -0.6 -1.1
H -0.010 -1.718 -4.054 3.0 1.0 -0.4
H -1.590 -0.908 -3.870 1.4 -1.7 0.5
H 3.864 -3.200 -0.793 -1.4 0.3 -0.5
H -3.024 -2.934 -2.801 -0.9 -1.3 -0.4
H 1.480 -4.931 1.922 -0.3 0.8 -1.1
H -3.346 1.435 1.214 -0.3 -0.6 0.4
H -0.103 4.289 0.285 6.2 2.8 10.5
H -2.883 -1.355 -2.258 -0.5 0.7 0.0
H 2.531 -5.176 0.575 -0.2 -0.4 -0.7
H 0.060 4.240 -1.326 0.4 -0.2 -0.5
H -3.017 3.122 -1.647 -4.7 3.8 1.1
H 3.043 2.256 2.654 -0.8 -2.3 3.2
H -1.315 3.146 -2.547 -3.3 -1.9 1.0
H -2.530 1.566 -1.982 0.5 0.4 -1.0
H -3.666 0.705 4.262 -0.6 -1.3 1.1
H 5.317 1.723 0.801 3.6 3.6 1.2
H -2.926 1.766 3.288 1.6 -1.5 0.9
H 3.928 3.218 1.848 3.3 2.4 -0.3
H -3.981 -0.164 0.547 0.5 0.8 1.1
H 2.015 -3.177 -1.575 2.4 1.3 2.2
H 0.903 -4.415 0.210 -1.5 -1.0 -0.8
H -1.285 -2.453 -4.635 -0.7 -1.3 0.8
H -1.423 4.713 -0.638 -0.9 1.0 0.3
H 2.243 3.423 1.655 -0.7 0.6 0.0
H 4.723 0.131 1.293 -0.2 0.6 0.6
H 5.114 0.356 -0.333 -0.5 1.3 0.3
H -1.681 0.738 4.572 -3.3 0.1 -2.2
H -4.752 0.431 2.106 2.1 0.3 -1.2
```
Positions in Å, forces in eV/Å.

(3)
DFT (ωB97M-V with the def2-TZVPD basis set) results for a cluster of 2 separate species, C10H30N3O4PSi in total at a distorted geometry.

Properties
SMILES   CN(C)P(=O)(N(C)C)N(C)C.OCCOCOC[SiH3]
Highest occupied orbital energy   -0.3030 Eh

```
49
Properties=species:S:1:pos:R:3:forces:R:3
P -1.662 0.969 -0.820 -7.4 -0.2 5.5
Si 1.086 -3.236 1.939 0.7 1.6 0.7
O 5.890 -2.964 2.877 0.5 1.9 -0.8
O -0.992 0.553 0.513 3.7 0.3 -3.0
O 2.577 -0.949 2.250 0.8 0.9 -2.8
O 4.886 -0.322 2.158 -1.2 -0.2 -2.5
N -2.340 2.389 -0.101 0.4 1.5 0.2
N -2.432 1.448 -2.351 3.1 -1.4 -1.7
N -2.833 -0.304 -0.679 -0.3 -1.5 -0.3
C 3.509 0.107 1.830 -0.1 0.7 1.9
C -1.519 2.337 -3.106 0.0 0.8 -0.1
C -4.231 -0.075 -0.345 -0.2 0.3 -0.8
C -2.750 0.360 -3.304 -0.5 -0.6 -0.2
C 2.128 -1.784 1.123 -0.6 -0.7 -0.8
C -1.355 3.412 0.271 0.3 -0.4 0.8
C 5.796 -2.675 1.437 0.1 -0.4 -0.3
C 5.490 -1.105 1.064 0.6 -0.3 -0.8
C -2.400 -1.521 0.024 0.4 0.2 0.0
C -3.581 3.067 -0.457 -0.1 0.1 -0.4
H -3.073 0.765 -4.271 0.3 0.3 0.2
H -1.381 -1.802 -0.264 -0.2 0.1 0.2
H -4.348 0.373 0.646 -0.1 0.1 0.1
H -3.035 -2.377 -0.231 -0.1 0.3 -0.2
H -1.978 2.680 -4.040 0.0 -0.2 0.2
H -2.434 -1.389 1.113 0.1 -0.1 0.0
H -1.076 4.033 -0.578 0.0 0.3 -0.2
H 6.279 -2.166 3.374 -1.0 -1.6 -1.4
H -3.588 -0.259 -2.977 0.4 0.2 0.3
H 3.377 0.482 0.730 0.3 -1.2 1.8
H -4.446 2.413 -0.477 0.2 -0.2 -0.2
H 4.960 -3.389 0.979 1.7 1.6 1.3
H -4.804 -1.010 -0.361 0.3 -0.1 0.1
H 6.538 -0.615 0.779 -2.3 -0.8 0.6
H 3.285 1.045 2.534 0.6 -2.2 -1.4
H 0.039 -2.533 2.726 -0.1 -0.2 -0.2
H -1.745 4.069 1.058 -0.1 -0.1 -0.2
H -3.838 3.824 0.297 0.4 -0.1 0.0
H 1.924 -3.941 2.943 0.0 -0.1 -0.3
H -0.436 2.967 0.671 -0.3 -0.1 -0.1
H -1.882 -0.288 -3.472 -0.2 0.0 -0.1
H -4.723 0.545 -1.100 0.1 0.1 0.2
H 4.766 -1.101 0.121 1.7 0.1 1.9
H 1.398 -1.214 0.372 1.7 -0.9 1.6
H 2.990 -2.306 0.522 -1.3 1.3 1.1
H -3.522 3.587 -1.419 -0.1 0.1 -0.1
H 6.811 -3.001 0.926 -2.0 0.8 0.9
H -0.579 1.824 -3.343 -0.1 0.1 -0.2
H -1.273 3.237 -2.543 0.0 -0.1 0.2
H 0.528 -4.159 0.961 -0.1 -0.2 -0.4
```
Positions in Å, forces in eV/Å.

(4)
DFT (ωB97M-V with the def2-TZVPD basis set) results for a structure of composition C10H30NiO9S6 at a distorted geometry.

Properties
ΔE to the lowest compared entry with this formula, charge and spin   299.5 kJ/mol
Highest occupied orbital energy (spin up / spin down)   -0.2562 / -0.2544 Eh
Spin multiplicity   3

```
56
Properties=species:S:1:pos:R:3:forces:R:3
Ni -22.071 -20.312 16.134 0.7 0.3 0.0
S -23.913 -22.551 18.056 -0.2 1.0 -0.2
S -24.167 -19.044 15.423 -4.4 2.3 0.4
S -19.553 -19.820 13.842 -2.4 -0.9 0.7
S -21.881 -23.626 14.822 0.7 1.0 0.6
S -20.083 -17.675 16.943 -0.6 -0.5 -0.1
S -19.824 -20.898 18.605 -0.8 -1.8 0.3
O -22.989 -21.807 17.108 -2.5 -2.5 2.2
O -20.666 -21.276 17.427 1.0 0.0 1.3
O -21.176 -18.736 16.961 1.6 2.6 1.2
O -23.186 -19.784 14.660 2.5 -1.4 -3.9
O -21.885 -22.118 14.988 0.4 -3.0 -2.1
O -25.498 -19.659 15.297 0.5 0.6 -0.3
O -20.175 -20.344 15.172 2.3 1.1 -2.9
O -23.654 -19.308 16.764 0.2 0.1 3.8
O -24.116 -17.600 15.153 0.0 -0.6 -0.4
C -20.871 -16.135 16.434 -0.5 0.1 -0.7
C -25.440 -22.980 17.184 -0.4 0.0 -0.9
C -20.338 -18.151 13.555 0.8 -0.8 1.2
C -20.910 -20.635 20.060 0.2 -0.4 1.2
C -20.910 -24.176 16.300 -0.4 -0.1 -1.2
C -20.405 -20.661 12.373 -0.3 -0.2 0.8
C -19.781 -17.205 18.689 -0.8 0.2 -0.5
C -20.644 -24.187 13.530 0.2 0.1 0.5
C -24.761 -21.290 19.142 0.5 0.4 -0.8
C -19.192 -22.593 19.096 0.7 0.6 -0.4
H -25.376 -23.782 16.449 0.7 -0.5 0.5
H -21.445 -20.333 12.367 0.2 0.7 -0.3
H -19.798 -17.549 14.285 0.5 0.3 -0.6
H -19.804 -20.511 11.476 -0.2 0.6 0.0
H -18.353 -22.538 19.790 -0.3 0.2 0.4
H -21.794 -15.859 16.942 0.3 -0.2 0.7
H -19.442 -18.064 19.269 -0.2 0.0 -0.2
H -21.338 -18.134 13.989 -0.5 -0.6 -0.8
H -21.703 -21.368 20.203 -0.5 0.2 -1.1
H -19.936 -23.329 19.399 -0.3 0.5 0.2
H -25.764 -22.189 16.508 0.1 0.8 0.5
H -21.232 -19.607 20.226 -0.3 -0.1 -0.8
H -19.070 -16.385 18.792 0.1 -0.1 -0.4
H -20.923 -23.901 12.516 -0.2 0.2 0.2
H -20.409 -20.872 20.999 1.1 0.1 -0.1
H -21.394 -23.595 17.085 0.3 -0.2 0.1
H -20.996 -25.259 16.397 -0.1 0.0 0.2
H -26.218 -23.232 17.904 0.1 0.1 0.1
H -25.509 -21.654 19.846 0.1 -0.5 -0.3
H -25.190 -20.593 18.422 -0.1 0.1 0.0
H -18.732 -22.984 18.189 -0.2 0.2 -0.3
H -19.645 -23.828 13.777 -0.1 0.4 0.0
H -24.020 -20.724 19.706 0.3 -0.2 -0.1
H -20.543 -25.273 13.521 -0.5 -0.1 0.3
H -20.134 -15.333 16.385 0.0 0.0 0.3
H -20.768 -16.834 18.965 0.1 -0.2 0.6
H -20.201 -17.835 12.521 -0.2 0.0 0.2
H -20.561 -21.738 12.433 0.7 0.0 0.8
H -19.866 -23.905 16.146 -0.1 0.2 0.1
H -21.264 -16.279 15.428 0.3 -0.3 -0.2
```
Positions in Å, forces in eV/Å.

These records have E_tot values of -2945.67702; -2773.21923; -1494.83791; -4973.38456 Ha, in the order they appear.